Here is a single C3H6N2O molecule from OMol25. Energies are from ωB97M-V with the def2-TZVPD basis set.

Geometry as XYZ:
```
12
Properties=species:S:1:pos:R:3:lowdin_charge:R:1
C 1.34 -1.27 0.84 -0.198
C 0.69 -0.80 -0.34 -0.176
C -0.52 1.40 -0.08 -0.105
N 1.75 -0.35 1.57 0.039
N 0.75 0.74 -0.26 -0.128
O 1.55 0.85 1.00 -0.130
H 1.36 -2.43 1.00 0.159
H 1.36 -0.95 -1.31 0.153
H -0.32 -1.21 -0.50 0.110
H -1.32 0.77 -0.44 0.057
H -0.63 1.57 1.06 0.116
H -0.57 2.40 -0.65 0.101
```

Properties
- Relative energy (zero: lowest compared OMol25 entry of this formula, charge and spin): 5.112 eV
- E: -302.50523 a.u.

Here is a single C3H6N2O molecule from OMol25. Energies are from ωB97M-V with the def2-TZVPD basis set.

Geometry as XYZ:
```
12
Properties=species:S:1:pos:R:3:lowdin_charge:R:1
N -0.43 0.64 -1.60 -0.001
C 0.17 -0.44 -0.83 -0.227
C 0.41 0.06 0.63 -0.355
O -0.54 1.05 1.02 -0.042
C 0.36 -1.00 1.64 -0.162
N 0.16 -1.78 2.47 0.161
H -0.97 1.17 -0.92 0.055
H 0.29 1.27 -1.92 0.073
H -0.47 -1.33 -0.85 0.113
H 1.12 -0.74 -1.29 0.121
H 1.37 0.58 0.67 0.150
H -1.38 0.62 1.26 0.114
```

Properties
- Relative energy (zero: lowest compared OMol25 entry of this formula, charge and spin): 1.677 eV
- E: -302.63147 a.u.

Q: Which value of E does entry 1 give?
A: -302.50523 a.u.